# 1
50
Properties=species:S:1:pos:R:3:forces:R:3 method="wB97M-V/def2-TZVPD" homo_energy_ev=-16.42 homo_lumo_gap_ev=2.45 total_charge=+2 lumo_ev=-13.97
Tl 5.82942 -11.65673 -15.52668 -0.1 0.0 0.1
B 8.41701 -11.25610 -16.87095 -2.2 2.8 -0.1
H 8.39683 -12.31454 -16.66228 1.7 -5.5 2.1
H 9.37387 -11.08231 -17.33836 4.1 -0.8 -3.5
H 7.60185 -10.90994 -17.48733 -2.4 2.4 -2.8
H 8.32628 -10.73520 -15.93038 -1.3 1.1 4.0
C 11.29533 -8.77727 -16.62726 -0.8 0.9 2.0
C 11.49406 -9.57991 -15.28679 1.8 3.8 -0.8
O 12.92795 -9.78731 -15.31416 -1.5 0.5 -0.3
C 13.43940 -9.47879 -16.58058 1.9 -2.1 1.1
O 14.56811 -9.79528 -16.89137 -3.1 1.5 0.2
O 12.43006 -8.96106 -17.32062 2.9 -0.8 -2.1
F 10.85303 -10.69584 -15.32840 -1.4 -4.3 -0.7
H 11.23256 -7.69318 -16.53287 -0.7 0.2 0.6
H 10.44683 -9.08397 -17.23889 -0.6 -0.5 0.0
H 11.03371 -9.14137 -14.40142 1.3 1.0 0.2
C 7.15420 -16.22880 -19.76128 0.9 0.0 1.8
C 8.54687 -16.16408 -19.06195 -1.7 -1.3 0.1
O 8.31496 -15.44034 -17.83568 0.0 0.2 0.0
C 7.20174 -14.72336 -17.99240 -1.6 -1.3 -0.3
O 6.71402 -13.91864 -17.20060 1.4 0.2 -0.4
O 6.51688 -15.13931 -19.05132 -0.5 1.1 -0.6
F 9.37161 -15.40582 -19.75176 1.3 0.7 -1.1
H 6.58327 -17.12448 -19.51658 0.2 -0.1 0.1
H 7.22693 -16.14895 -20.84591 -0.2 0.7 0.2
H 8.93214 -17.16685 -18.87720 0.4 0.3 0.4
C 10.98855 -12.45409 -19.10613 0.2 -1.2 -1.8
C 11.94472 -12.09793 -18.02612 -0.8 1.6 0.1
O 13.14130 -11.72034 -18.68181 -1.2 -0.6 0.5
C 13.10798 -12.35585 -19.87345 3.4 -0.3 -2.8
O 14.09928 -12.37770 -20.62940 -3.7 -0.1 2.4
O 11.91596 -12.94663 -20.09946 0.6 0.7 -0.3
F 12.10759 -13.10943 -17.18892 0.7 -1.1 0.8
H 10.40463 -11.62142 -19.49829 0.2 0.3 0.0
H 10.31695 -13.30108 -18.96588 0.0 0.1 0.6
H 11.52097 -11.26632 -17.46315 0.5 0.4 0.2
C 10.04712 -13.66550 -14.85265 0.4 0.5 0.4
N 9.36187 -12.97058 -13.70350 0.5 0.0 3.4
O 9.88941 -12.94384 -12.56602 -1.5 0.0 -3.7
O 8.25774 -12.45223 -13.96048 1.0 -0.6 -0.1
H 9.37445 -14.42649 -15.24824 0.0 0.3 0.0
H 10.99726 -14.08557 -14.52268 -0.3 0.0 0.2
H 10.25005 -12.82898 -15.52135 -0.1 -0.5 -0.2
C 6.58854 -7.79160 -18.03351 -0.2 -0.6 -0.1
N 5.99925 -7.79195 -16.66725 -1.7 3.3 0.7
O 5.33930 -6.81265 -16.29537 1.2 -1.8 -1.2
O 6.26340 -8.68641 -15.89593 0.4 -1.6 0.4
H 5.86100 -7.49898 -18.79059 -0.1 0.4 0.4
H 6.85844 -8.82941 -18.22903 0.4 0.2 0.0
H 7.43030 -7.10119 -17.97985 -0.1 -0.1 -0.2


# 2
34
Properties=species:S:1:pos:R:3:forces:R:3 method="wB97M-V/def2-TZVPD" homo_energy_ev="-7.14 / -7.14" homo_lumo_gap_ev="7.62 / 7.61" total_charge=0 lumo_ev="0.47 / 0.47"
B -0.36640 1.17336 -0.58496 -3.3 -3.6 0.9
C -3.16115 0.85104 -0.26269 2.4 1.1 -0.7
C -3.26643 0.36988 0.96644 -1.5 0.0 -1.8
C -2.16663 0.12431 1.82177 2.5 -0.4 0.8
C -0.85780 -0.16266 1.39702 -1.1 0.4 2.8
C -0.34371 -0.37595 -0.04397 -0.4 1.9 1.3
C 1.53708 3.13352 1.27124 -2.3 -1.6 -3.8
C -0.08579 -0.87730 -3.00840 -0.4 -0.6 2.4
C 2.13360 -2.30245 1.58920 -1.6 -0.5 -1.2
C 1.75032 2.52459 -0.22379 0.4 1.2 2.0
C -1.33065 -1.12390 -2.11110 -1.1 -1.0 0.2
C 1.36208 -2.09930 0.20904 3.9 0.5 1.0
O 0.37184 2.16592 -0.75599 3.2 2.4 0.1
O -1.07405 -1.30419 -0.67959 -1.1 -1.3 -1.7
O 1.00096 -0.74054 -0.00301 1.1 -0.2 0.0
H -4.02917 1.17315 -0.83289 0.0 -0.1 -0.1
H -4.28808 0.16705 1.27063 -0.1 -0.1 0.8
H -2.52145 0.28566 2.89588 1.5 -0.6 -1.1
H -0.03871 -0.20759 2.21763 -1.4 0.0 -1.6
H 0.51966 3.62511 1.19021 1.4 -0.3 0.7
H 1.51824 2.19625 1.81677 0.0 0.6 1.0
H 2.36942 3.78034 1.33961 0.7 0.7 1.0
H -0.45982 -1.02756 -4.00182 0.1 1.2 -0.8
H 0.36848 0.02569 -2.58754 0.1 0.4 -1.4
H 0.69750 -1.65122 -2.91729 -0.5 0.0 0.4
H 1.39260 -2.37813 2.34072 -1.0 0.5 1.1
H 2.55942 -3.30723 1.68031 0.6 0.3 -0.6
H 2.79060 -1.48931 1.83653 0.5 0.1 -0.1
H 2.50455 1.71071 0.00198 -1.5 0.2 -1.4
H 2.22834 3.33450 -0.84128 -1.1 -1.2 0.0
H -1.74550 -2.12580 -2.51050 0.2 1.6 1.2
H -2.15597 -0.29825 -2.05364 1.6 -1.3 -1.0
H 0.64594 -2.85548 0.12093 -1.7 -0.5 -0.2
H 2.14069 -2.31421 -0.54746 -0.5 0.1 0.0


# 3
47
Properties=species:S:1:pos:R:3:forces:R:3 method="wB97M-V/def2-TZVPD" homo_energy_ev=-9.95 homo_lumo_gap_ev=10.13 total_charge=0 lumo_ev=0.18
Cl -6.36180 -1.78906 -0.11425 0.1 0.1 0.0
C -5.52619 -1.34037 1.37480 -0.5 0.3 0.2
Cl -3.79635 -1.53931 1.23676 0.3 -0.3 0.0
Cl -6.22347 -2.21375 2.74604 0.2 -0.1 -0.1
H -5.69440 -0.28886 1.57666 -0.1 0.0 -0.2
Cl 0.78947 -1.12207 0.27989 -0.2 0.5 -0.3
C -0.40444 0.20148 0.41528 0.0 -0.4 0.6
Cl -0.46773 1.32658 -0.93858 0.5 -0.3 0.2
Cl -0.14763 1.00458 1.98220 0.0 0.1 -0.4
H -1.36666 -0.28860 0.45980 -0.1 0.1 0.0
Cl -2.29756 -0.26194 -3.70314 0.0 -0.4 0.3
C -2.48442 -1.95476 -3.20047 0.1 -0.3 0.2
Cl -1.54557 -2.40545 -1.76320 0.1 0.4 -0.1
Cl -2.05569 -3.04423 -4.51611 -0.1 0.1 -0.1
H -3.51078 -2.13761 -2.90943 -0.1 0.2 -0.3
Br 3.60010 1.25564 0.05844 0.0 0.2 0.2
C 3.61266 0.43228 1.81952 0.0 -0.1 0.4
C 4.97437 0.56849 2.46828 0.3 0.0 -0.2
Br 5.08942 -0.58298 4.03819 0.1 0.1 -0.1
H 3.28865 -0.59202 1.66628 0.3 -0.1 0.0
H 2.86131 0.89172 2.45756 -0.1 0.2 -0.3
H 5.17100 1.58040 2.81017 -0.2 0.0 0.0
H 5.80712 0.28918 1.83005 -0.2 -0.2 -0.1
Br -3.46580 1.94457 0.84767 -0.1 0.4 0.1
C -3.43178 3.91173 0.79844 0.1 0.0 0.1
C -2.74852 4.39407 -0.45796 -0.4 -0.1 -0.4
Br -2.45823 6.32545 -0.35499 -0.1 -0.3 0.0
H -2.94020 4.29121 1.68971 0.1 -0.3 0.1
H -4.47820 4.19518 0.83022 0.0 0.1 -0.1
H -3.39197 4.20252 -1.31468 0.0 0.2 0.0
H -1.78763 3.94169 -0.67580 0.1 0.0 0.4
Br 2.65989 -5.69908 1.56938 -0.1 0.5 0.6
C 2.74250 -4.28651 2.98034 0.3 -0.1 -0.9
C 1.48544 -3.46009 2.96860 -0.3 -0.7 0.9
Br 1.71873 -2.05067 4.29565 -0.1 0.2 -0.2
H 3.61183 -3.69119 2.71617 0.0 -0.1 0.1
H 2.89206 -4.78991 3.92766 0.0 0.0 0.0
H 0.68244 -4.04181 3.41411 -0.2 0.0 -0.4
H 1.19168 -3.05895 2.00712 0.2 0.2 0.1
Br 1.76203 3.12817 -5.71382 0.1 -0.4 0.0
C 2.01437 1.26582 -5.14144 -0.8 0.0 0.5
C 1.60276 1.19123 -3.67475 0.7 0.2 -0.8
Br 1.82479 -0.65139 -3.11002 0.0 0.1 0.0
H 3.04638 0.97938 -5.30021 0.0 0.1 -0.1
H 1.32854 0.63710 -5.70342 0.2 0.1 -0.4
H 0.56563 1.48294 -3.55968 0.0 -0.1 0.1
H 2.26186 1.84925 -3.11299 -0.2 -0.2 0.4


# 4
36
Properties=species:S:1:pos:R:3:forces:R:3 method="wB97M-V/def2-TZVPD" homo_energy_ev=-9.90 homo_lumo_gap_ev=9.94 total_charge=0 lumo_ev=0.04
C 3.15872 -1.16466 1.72781 0.3 0.4 0.6
C 2.46326 -1.34188 0.25382 -0.4 0.0 0.9
C 3.17218 -0.45054 -0.94554 1.8 -3.6 -5.4
O 3.58275 -1.14987 -2.03861 -2.5 4.8 7.0
O 3.37444 1.00443 -0.92051 -1.6 -3.0 -0.3
C 2.10268 1.72914 -1.25209 0.4 0.1 0.0
C 1.35737 1.99414 0.17535 0.5 0.9 -0.3
C -0.25218 1.76800 0.21730 -1.3 0.5 1.7
N -0.53335 0.94333 1.49076 -1.5 -1.8 0.1
C -1.26894 -0.38592 1.22498 0.5 -3.3 2.0
O -1.19181 -1.53114 1.94410 -0.5 7.6 -4.4
C -2.15131 -0.10345 -0.13077 1.5 0.5 -0.3
C -3.50338 0.60678 0.49281 -0.6 -0.8 0.3
C -2.35898 -1.28774 -1.24457 -0.7 -0.3 -0.2
N -3.15940 -2.49588 -0.71896 2.1 0.0 -0.6
C -1.03718 0.87712 -0.90175 0.0 -0.2 0.7
F -1.63265 1.65770 -2.03444 1.6 -1.9 2.7
H 4.29156 -0.90295 1.58376 -2.2 -0.4 0.4
H 3.12653 -2.14806 2.39507 -0.1 2.0 -1.8
H 2.61644 -0.32473 2.38018 1.3 -1.7 -1.6
H 2.47401 -2.50487 0.01462 0.2 2.8 -0.1
H 1.32952 -1.03903 0.37214 2.2 -0.4 -0.4
H 1.52234 1.06953 -2.02179 0.8 1.4 1.5
H 2.46909 2.72067 -1.80460 -0.9 -2.2 1.4
H 1.90514 1.35175 1.00950 -1.4 1.2 -2.0
H 1.56808 3.12815 0.47700 -0.5 -2.5 -0.7
H -0.72811 2.82527 0.45621 0.7 -2.2 -1.1
H -0.93448 1.50437 2.29773 0.9 -1.3 -1.4
H -4.33532 -0.23230 0.65032 2.0 1.7 -0.5
H -3.97576 1.42766 -0.20275 1.2 -1.5 1.4
H -3.27398 1.00665 1.59367 -0.5 -0.6 -2.6
H -1.36455 -1.73680 -1.68213 -1.4 1.5 1.0
H -2.95209 -0.79411 -2.15432 1.3 -1.0 2.0
H -3.07454 -3.20026 -1.51226 -0.4 1.0 1.4
H -2.53778 -2.90033 0.04356 -1.1 0.6 -1.1
H -0.24835 0.07982 -1.23556 -1.5 1.8 -0.3


# 5
36
Properties=species:S:1:pos:R:3:forces:R:3 method="wB97M-V/def2-TZVPD" homo_energy_ev=-9.71 homo_lumo_gap_ev=10.22 total_charge=0 lumo_ev=0.51
C 4.96931 -0.99910 0.39805 0.0 -0.1 -0.2
C 4.97561 0.40778 -0.17949 0.1 -0.3 0.1
O 4.27322 1.32953 0.63169 0.1 0.2 -0.1
C 2.94902 1.61958 0.25664 -0.3 -0.1 0.0
C 1.93499 0.78855 1.04914 0.2 0.0 -0.1
O 0.74417 1.51619 1.28181 -0.1 0.1 0.0
C -0.41500 0.99957 0.67291 -0.1 -0.1 -0.1
C -1.64395 1.60257 1.34344 -0.2 0.1 0.1
O -2.68517 0.66459 1.56158 0.1 0.1 0.0
C -3.46554 0.34785 0.42881 -0.3 0.1 0.0
C -3.05183 -0.96755 -0.22255 0.5 -0.1 -0.2
C -2.23362 -0.92482 -1.52246 0.2 0.3 0.2
C -2.89970 -1.92828 -2.42304 0.0 -0.3 -0.4
O -2.75639 -2.13059 -3.58532 0.2 0.0 0.2
O -3.77316 -2.68017 -1.66117 -0.3 0.2 0.0
C -4.21368 -1.87926 -0.60956 0.2 0.0 0.3
F -5.27283 -1.11332 -1.07062 0.0 -0.1 0.1
H 4.04852 -1.53637 0.17138 -0.1 0.0 0.1
H 5.09203 -0.96651 1.47728 0.1 0.0 0.1
H 5.78877 -1.57076 -0.03676 0.0 -0.1 0.0
H 6.00468 0.76031 -0.25379 0.0 0.1 0.1
H 4.56601 0.38966 -1.19181 0.0 0.1 -0.1
H 2.80588 1.44762 -0.81355 0.1 0.1 -0.1
H 2.74491 2.67346 0.44324 0.1 0.1 0.2
H 2.38044 0.52352 2.00866 0.0 0.1 0.1
H 1.72587 -0.14221 0.51560 -0.1 -0.1 0.0
H -0.46724 -0.08630 0.79797 0.0 -0.1 0.1
H -0.42204 1.21939 -0.40164 0.1 -0.1 -0.1
H -1.35312 1.97833 2.32167 0.1 -0.1 0.1
H -2.04463 2.44466 0.77408 0.1 0.1 -0.1
H -3.44700 1.16848 -0.29321 0.0 0.0 -0.1
H -4.49846 0.26198 0.76824 0.0 0.0 0.1
H -2.45086 -1.49405 0.51810 -0.2 -0.1 0.1
H -2.14165 0.04054 -2.01593 -0.3 0.1 0.0
H -1.21084 -1.25525 -1.34490 0.0 -0.1 -0.1
H -4.55671 -2.50959 0.20550 -0.3 0.0 -0.1


# 6
33
Properties=species:S:1:pos:R:3:forces:R:3 method="wB97M-V/def2-TZVPD" homo_energy_ev=-13.48 homo_lumo_gap_ev=8.13 total_charge=+1 lumo_ev=-5.36
C 2.10345 -2.71606 -2.05155 0.2 0.5 0.0
C 1.75325 -1.23036 -1.67809 0.5 0.0 -0.1
C 2.55076 -0.84373 -0.38033 0.1 0.2 -1.0
C 0.21628 -0.91799 -1.62309 0.6 -0.3 0.4
C -0.50075 -1.37180 -0.29913 -1.3 -0.1 -0.6
C -2.01875 -1.65643 -0.67017 0.6 0.0 -0.5
C -0.41410 -0.33300 0.87518 1.2 -0.9 -0.2
O -1.73799 0.25047 1.22941 1.3 1.3 0.5
C -1.50875 1.55664 1.48319 -0.7 3.4 -1.6
C -1.76580 2.61777 0.48583 1.3 -0.9 3.8
C -1.39732 3.93735 0.98904 -0.8 -0.1 -2.3
N -0.88365 4.31539 2.15053 -0.3 0.1 -0.4
N -0.69875 3.35784 3.02572 -0.7 -1.7 -1.5
C -0.98121 2.08354 2.72176 0.0 -2.4 1.0
H 2.06524 -3.38509 -1.15852 -0.2 0.4 -0.7
H 3.16092 -2.73721 -2.42389 -0.9 -0.1 0.3
H 1.44144 -3.09742 -2.86172 0.5 0.2 0.6
H 2.17504 -0.59516 -2.50546 -0.4 -0.5 0.7
H 3.64098 -0.98633 -0.60336 -0.9 0.1 0.4
H 2.40219 0.24431 -0.17645 0.1 -0.8 0.2
H 2.28141 -1.48798 0.48861 0.1 0.6 -0.5
H -0.25191 -1.46261 -2.48384 0.3 0.7 0.7
H 0.07132 0.18209 -1.76245 0.0 -0.7 0.0
H -0.06279 -2.33576 0.04993 -0.2 0.7 -0.2
H -2.55383 -2.22403 0.12280 0.2 0.6 -0.5
H -2.01991 -2.25741 -1.61602 0.0 0.3 1.0
H -2.53251 -0.69751 -0.94068 0.3 -0.9 0.5
H 0.26735 0.51983 0.61812 -0.6 -0.8 0.1
H 0.00916 -0.83225 1.78113 -0.5 0.5 -0.5
H -2.18038 2.40062 -0.51514 0.3 0.4 0.7
H -1.55035 4.76975 0.26317 0.2 -0.6 0.9
H -0.29702 3.59652 3.93820 -0.2 0.1 -0.4
H -0.78302 1.33600 3.52728 -0.1 0.8 -0.6


In g mol⁻¹, the M values for the records above are, in order, 659.5; 210.1; 1109.6; 246.3; 250.3; 195.3.